#a
ORCA calculation (ωB97M-V with the def2-TZVPD basis set) on 5 unconnected molecules or ions with the total composition C3H16O5.

Kohn-Sham gap = 11.47 eV
E_HOMO = -10.96 eV
LUMO level = 0.01854 hartree
Total charge = 0
SMILES = CCCO.O.O.O.O

Geometry as XYZ:
```
24
C3H16O5 ωB97M-V with the def2-TZVPD basis set
C -0.61 1.77 1.16
O 0.07 2.33 -0.13
C 0.22 0.59 1.56
C -0.50 -0.27 2.66
H -0.44 2.54 1.93
H -1.61 1.67 0.75
H -0.43 1.93 -0.98
H 0.06 -0.08 0.56
H 1.27 0.61 1.82
H -1.61 -0.48 2.47
H -0.09 -1.28 2.68
H -0.34 0.24 3.60
H -2.07 -1.41 -1.21
H -2.75 -2.13 -0.22
O -2.83 -1.40 -0.67
H 0.00 -2.92 -1.98
H 0.16 -1.73 -2.68
O -0.56 -2.24 -2.40
H 2.28 -1.34 -2.26
H 1.86 0.15 -2.24
O 1.77 -0.76 -2.70
H 1.31 1.70 -0.58
H 2.70 1.28 -0.17
O 2.14 1.25 -0.97
```

***

#b
ORCA calculation (ωB97M-V with the def2-TZVPD basis set) on 6 unconnected molecules or ions with the total composition C3H16O5.

Kohn-Sham gap = 10.06 eV
E_HOMO = -9.64 eV
LUMO level = 0.01522 hartree
Total charge = 0
SMILES = C=CC.O.O.O.O.O

Geometry as XYZ:
```
24
C3H16O5 ωB97M-V with the def2-TZVPD basis set
C -0.38 -0.21 -2.00
C 1.04 -0.41 -1.54
C 2.01 -1.25 -1.84
H -0.99 0.43 -1.37
H -0.28 0.37 -2.92
H -0.92 -1.15 -2.14
H 1.39 0.54 -1.11
H 3.06 -1.06 -1.65
H 1.96 -2.20 -2.38
H -0.59 3.41 0.84
H -1.47 2.51 1.62
O -0.73 2.47 1.01
H -1.13 -5.87 3.65
H -1.13 -4.56 4.32
O -1.55 -4.99 3.58
H 0.35 4.32 -1.15
H -0.90 4.85 -0.35
O 0.06 4.87 -0.42
H -0.08 -3.81 2.71
H 1.37 -3.69 2.60
O 0.71 -3.83 3.28
H -1.02 2.50 -3.52
H 0.35 2.90 -3.42
O -0.46 2.98 -2.89
```

***

Q: What are the energies relative to the best structure? A: #a 34.9; #b 0.0, in kJ/mol.

***

#a
ORCA calculation (ωB97M-V with the def2-TZVPD basis set) on 7 unconnected molecules or ions with the total composition H5O2.

Kohn-Sham gap = 1.92 eV
E_HOMO = -13.26 eV
LUMO level = -0.41656 hartree
Total charge = +1

Geometry as XYZ:
```
7
H5O2 ωB97M-V with the def2-TZVPD basis set
O -0.96 -0.49 0.44
H -9.89 7.20 8.07
H -9.11 6.86 6.99
O 0.67 0.62 -0.15
H -9.84 7.99 7.76
H 15.12 -11.52 -12.74
H 15.17 -12.33 -12.06
```

***

#b
ORCA calculation (ωB97M-V with the def2-TZVPD basis set) on a molecular structure, H5O2.

Kohn-Sham gap = 14.82 eV
E_HOMO = -19.16 eV
LUMO level = -0.15922 hartree
Total charge = +1

Geometry as XYZ:
```
7
H5O2 ωB97M-V with the def2-TZVPD basis set
O -0.83 -0.89 0.06
H -1.75 -0.70 -0.16
H -0.90 -1.19 0.99
O 0.82 0.84 -0.11
H 1.06 0.86 -1.05
H 1.70 1.09 0.23
H -0.10 -0.02 0.05
```

***

Q: What are the energies relative to the best structure? A: #a 2037.0; #b 0.0, in kJ/mol.

***

#a
ORCA calculation (ωB97M-V with the def2-TZVPD basis set) on C4H10O2S in the gas phase.

Kohn-Sham gap = 10.82 eV
E_HOMO = -10.38 eV
LUMO level = 0.01616 hartree
Total charge = 0
SMILES = CC(C)(C)[SH](=O)=O

Geometry as XYZ:
```
17
C4H10O2S ωB97M-V with the def2-TZVPD basis set
C -0.60 1.25 0.62
C -0.44 0.05 -1.65
C -0.69 -1.27 0.48
C -0.14 -0.03 -0.13
O 2.42 -1.13 -0.05
O 2.39 1.30 0.12
S 1.72 0.05 0.33
H -0.02 1.17 1.56
H -0.33 2.18 0.09
H -1.64 1.28 0.86
H -0.60 -0.95 -2.24
H 0.20 0.83 -2.09
H -1.44 0.51 -1.74
H -0.78 -2.24 -0.14
H -0.03 -1.61 1.41
H -1.80 -1.20 0.72
H 1.76 -0.18 1.87
```

***

#b
ORCA calculation (ωB97M-V with the def2-TZVPD basis set) on 2 unconnected molecules or ions with the total composition C4H10O2S.

Kohn-Sham gap = 9.40 eV
E_HOMO = -9.05 eV
LUMO level = 0.01269 hartree
Total charge = 0
SMILES = O=CCCCS.O

Geometry as XYZ:
```
17
C4H10O2S ωB97M-V with the def2-TZVPD basis set
O 1.21 2.78 0.28
C 0.57 1.92 -0.27
C 0.98 0.45 -0.20
C 0.20 -0.08 1.06
C 0.57 -1.54 1.13
S -0.71 -2.64 0.42
H -0.30 2.26 -0.81
H 2.02 0.13 -0.19
H 0.47 -0.06 -1.11
H 0.47 0.47 2.00
H -0.87 0.02 0.84
H 0.58 -1.90 2.22
H 1.53 -1.90 0.78
H -1.42 -1.89 -0.43
H -0.68 2.09 -2.55
H -2.13 1.39 -2.79
O -1.49 1.80 -2.12
```

***

Q: What are the energies relative to the best structure? A: #a 66.2; #b 0.0, in kJ/mol.

***

#a
ORCA calculation (ωB97M-V with the def2-TZVPD basis set) on 15 unconnected molecules or ions with the total composition C30H90O15.

Kohn-Sham gap = 9.41 eV
E_HOMO = -9.36 eV
LUMO level = 0.00179 hartree
Total charge = 0

Geometry as XYZ:
```
135
C30H90O15 ωB97M-V with the def2-TZVPD basis set
C -8.22 -22.54 21.07
C -7.57 -21.19 21.37
O -7.21 -21.12 22.76
H -7.49 -23.31 21.33
H -8.40 -22.62 19.99
H -9.12 -22.64 21.66
H -8.31 -20.41 21.24
H -6.70 -21.01 20.74
H -6.31 -21.43 22.86
C -13.43 -27.08 13.30
C -12.91 -27.32 14.70
O -13.96 -27.71 15.58
H -14.25 -26.37 13.32
H -13.83 -28.02 12.90
H -12.68 -26.72 12.59
H -12.50 -26.39 15.09
H -12.16 -28.12 14.69
H -14.24 -28.61 15.40
C -15.40 -21.34 18.27
C -15.23 -22.65 19.01
O -13.90 -23.15 18.84
H -16.45 -21.05 18.21
H -15.08 -21.43 17.23
H -14.77 -20.55 18.68
H -15.91 -23.42 18.64
H -15.45 -22.49 20.07
H -13.75 -23.90 19.45
C -15.70 -25.47 14.86
C -14.72 -24.54 15.55
O -14.60 -23.35 14.79
H -15.41 -25.61 13.81
H -16.70 -25.04 14.83
H -15.69 -26.44 15.35
H -13.77 -25.09 15.62
H -15.06 -24.30 16.56
H -13.83 -22.83 15.08
C -14.38 -20.00 14.61
C -12.89 -20.31 14.73
O -12.68 -21.37 15.66
H -14.77 -19.70 15.59
H -14.95 -20.86 14.27
H -14.58 -19.17 13.92
H -12.34 -19.41 15.01
H -12.51 -20.60 13.75
H -12.70 -21.05 16.57
C -10.90 -24.62 17.51
C -9.92 -23.69 16.81
O -9.60 -22.62 17.71
H -10.53 -24.98 18.47
H -11.15 -25.48 16.88
H -11.83 -24.07 17.68
H -10.33 -23.22 15.92
H -9.02 -24.22 16.50
H -10.44 -22.13 17.85
C -12.38 -20.11 20.52
C -11.39 -21.04 19.85
O -11.87 -21.37 18.54
H -12.45 -19.21 19.91
H -12.01 -19.83 21.51
H -13.36 -20.56 20.63
H -11.24 -21.94 20.45
H -10.43 -20.53 19.69
H -12.66 -21.97 18.63
C -11.56 -24.55 13.60
C -10.36 -25.40 13.18
O -9.18 -24.78 13.66
H -11.53 -23.56 13.14
H -11.57 -24.38 14.68
H -12.51 -25.00 13.31
H -10.35 -25.43 12.09
H -10.48 -26.43 13.53
H -8.57 -25.43 14.05
C -6.72 -25.78 20.02
C -8.14 -26.29 20.01
O -8.12 -27.72 20.12
H -6.20 -25.96 20.96
H -6.76 -24.73 19.74
H -6.15 -26.28 19.23
H -8.65 -25.99 19.08
H -8.72 -25.93 20.87
H -8.97 -28.04 19.79
C -9.56 -20.01 13.12
C -9.33 -21.40 13.71
O -8.78 -22.19 12.66
H -10.02 -19.35 13.86
H -10.35 -20.10 12.37
H -8.64 -19.63 12.68
H -10.30 -21.77 14.05
H -8.61 -21.36 14.53
H -8.82 -23.13 12.92
C -12.32 -27.97 18.24
C -11.55 -27.95 19.55
O -10.66 -29.08 19.62
H -12.93 -28.85 18.01
H -11.66 -27.79 17.39
H -13.06 -27.16 18.27
H -12.20 -27.96 20.43
H -11.00 -27.02 19.60
H -11.23 -29.85 19.70
C -9.90 -18.83 16.95
C -9.87 -17.70 17.95
O -10.58 -16.56 17.48
H -10.88 -19.29 16.82
H -9.25 -19.64 17.30
H -9.55 -18.54 15.96
H -8.86 -17.36 18.16
H -10.31 -18.00 18.92
H -11.47 -16.81 17.23
C -5.96 -22.86 15.92
C -6.05 -22.95 17.42
O -6.88 -21.87 17.90
H -6.94 -22.90 15.43
H -5.38 -23.66 15.45
H -5.53 -21.90 15.62
H -5.08 -22.84 17.92
H -6.52 -23.89 17.74
H -7.80 -22.12 17.73
C -11.66 -25.03 21.71
C -13.12 -24.64 21.77
O -13.74 -25.28 20.64
H -11.53 -26.06 22.04
H -11.09 -24.43 22.43
H -11.20 -24.82 20.74
H -13.22 -23.55 21.70
H -13.59 -24.95 22.70
H -14.68 -25.47 20.81
C -8.66 -27.65 16.80
C -7.34 -27.10 16.29
O -7.47 -26.58 14.96
H -9.04 -28.39 16.10
H -9.44 -26.88 16.81
H -8.51 -27.93 17.85
H -6.62 -27.93 16.25
H -6.90 -26.38 16.98
H -6.70 -26.86 14.46
```

***

#b
ORCA calculation (ωB97M-V with the def2-TZVPD basis set) on 15 unconnected molecules or ions with the total composition C30H90O15.

Kohn-Sham gap = 9.59 eV
E_HOMO = -9.31 eV
LUMO level = 0.01053 hartree
Total charge = 0

Geometry as XYZ:
```
135
C30H90O15 ωB97M-V with the def2-TZVPD basis set
C 3.99 1.72 4.79
C 4.01 0.75 3.60
O 3.03 -0.27 3.84
H 4.46 1.32 5.69
H 2.97 2.02 5.02
H 4.57 2.59 4.48
H 5.00 0.31 3.47
H 3.77 1.29 2.68
H 3.53 -1.03 4.16
C 0.70 0.98 -4.95
C 1.68 2.10 -5.47
O 1.34 2.29 -6.79
H 0.92 0.80 -3.90
H 0.84 0.04 -5.49
H -0.34 1.31 -5.04
H 2.68 1.67 -5.36
H 1.62 3.02 -4.88
H 2.10 2.76 -7.16
C -0.98 0.54 4.33
C -0.01 -0.45 5.04
O 1.05 0.31 5.49
H -0.49 1.02 3.48
H -1.47 1.33 4.90
H -1.80 -0.02 3.87
H 0.32 -1.18 4.29
H -0.52 -0.94 5.87
H 1.78 0.17 4.87
C -2.87 2.83 1.94
C -2.82 4.33 1.86
O -2.20 4.77 3.10
H -3.60 2.61 2.72
H -1.91 2.42 2.23
H -3.20 2.37 1.01
H -3.81 4.77 1.88
H -2.28 4.71 1.00
H -1.97 5.70 2.98
C 1.04 -5.19 0.06
C -0.41 -5.00 0.57
O -1.41 -5.04 -0.41
H 1.70 -4.85 0.86
H 1.21 -4.59 -0.83
H 1.16 -6.25 -0.20
H -0.54 -3.99 0.96
H -0.72 -5.68 1.37
H -2.03 -4.37 -0.13
C -2.26 -3.12 3.82
C -3.78 -3.06 3.93
O -4.19 -2.35 5.09
H -1.83 -3.47 4.75
H -1.84 -2.15 3.56
H -1.98 -3.87 3.08
H -4.24 -4.05 3.89
H -4.24 -2.57 3.06
H -5.14 -2.46 5.14
C 3.99 3.45 -0.60
C 3.02 4.05 -1.66
O 2.35 5.18 -1.14
H 4.78 2.93 -1.14
H 3.61 2.61 -0.02
H 4.40 4.26 0.01
H 2.19 3.42 -1.97
H 3.63 4.24 -2.55
H 1.75 5.51 -1.82
C -0.14 -0.80 0.43
C 0.75 0.39 0.59
O 0.91 0.95 -0.68
H 0.39 -1.61 -0.07
H -0.95 -0.61 -0.26
H -0.55 -1.18 1.37
H 1.71 0.16 1.05
H 0.33 1.15 1.25
H 1.73 0.59 -1.03
C -5.62 0.33 -2.87
C -4.79 0.07 -1.58
O -3.53 -0.53 -1.81
H -6.66 0.57 -2.66
H -5.60 -0.43 -3.65
H -5.19 1.18 -3.40
H -5.31 -0.67 -0.96
H -4.58 0.99 -1.03
H -2.88 0.13 -2.07
C 4.57 -1.39 0.94
C 4.20 -2.78 0.46
O 3.63 -2.82 -0.86
H 5.18 -1.39 1.85
H 3.71 -0.75 1.09
H 5.11 -0.85 0.16
H 3.60 -3.30 1.21
H 5.14 -3.33 0.38
H 3.42 -3.74 -1.03
C -1.52 -2.44 -3.58
C -0.78 -3.73 -3.81
O -0.83 -4.09 -5.18
H -2.53 -2.50 -3.99
H -1.03 -1.62 -4.10
H -1.57 -2.14 -2.54
H -1.25 -4.57 -3.30
H 0.25 -3.73 -3.45
H -1.74 -4.09 -5.46
C -2.81 3.10 -2.81
C -1.42 2.79 -2.28
O -1.51 1.41 -1.94
H -2.81 4.10 -3.24
H -3.59 2.99 -2.05
H -3.11 2.40 -3.59
H -1.34 3.34 -1.34
H -0.64 3.16 -2.94
H -0.79 1.24 -1.34
C -4.62 -4.00 -1.42
C -4.46 -3.55 0.03
O -3.21 -2.90 0.19
H -3.79 -4.65 -1.71
H -4.64 -3.10 -2.04
H -5.47 -4.67 -1.53
H -4.58 -4.46 0.62
H -5.23 -2.83 0.31
H -3.22 -2.12 -0.38
C 1.22 4.03 3.62
C 1.54 3.94 2.12
O 2.13 5.20 1.89
H 2.07 4.34 4.23
H 1.03 3.00 3.92
H 0.36 4.67 3.82
H 0.61 3.86 1.56
H 2.18 3.09 1.94
H 2.36 5.35 0.97
C 3.98 -0.67 -3.68
C 4.22 0.08 -2.37
O 3.13 -0.16 -1.51
H 4.85 -0.53 -4.33
H 3.01 -0.38 -4.07
H 3.94 -1.76 -3.63
H 4.43 1.15 -2.40
H 5.14 -0.30 -1.92
H 3.15 -1.10 -1.33
```

***

Q: What are the energies relative to the best structure? A: #a 0.0; #b 160.8, in kJ/mol.